(1)
The following is a DFT calculation (wB97M-V/def2-TZVPD) of H4N2O3S3 as an isolated structure.

```
! wB97M-V def2-TZVPD RIJCOSX def2/J DEFGRID3
* xyz 0 1
N 1.39 1.38 -0.78
N -1.87 -1.47 1.10
O 2.14 1.38 1.66
O 0.58 -0.86 0.72
O -0.22 0.42 -2.37
S 1.07 1.23 0.68
S -0.62 -1.26 -0.07
S -1.44 0.34 -1.29
H 0.63 0.88 -1.71
H 2.28 1.35 -1.10
H -2.20 -2.39 1.18
H -1.73 -1.01 1.99
*
```

* E: -41690.243 eV
* M: 176.24 g/mol
* LUMO level: -0.27 eV
* strongest force on any atom: 3.9 eV Å⁻¹
* Kohn-Sham gap: 8.5478 eV
* ΔE to the lowest compared entry with this formula, charge and spin: 21.86 kcal per mole
* HOMO energy: -8.823 eV

(2)
The following is a DFT calculation (wB97M-V/def2-TZVPD) of C17H23AuN7O4S as an isolated structure.

```
! wB97M-V def2-TZVPD RIJCOSX def2/J DEFGRID3
* xyz 1 3
Au 0.82 0.08 -1.59
C -3.85 -0.24 0.46
N -2.67 -0.71 1.18
C -2.39 -2.09 1.63
C -1.60 0.18 1.09
O -1.74 1.27 0.65
C -0.16 -0.37 1.36
O 0.80 0.58 0.92
C 2.18 0.32 1.35
C 2.97 1.09 0.26
O 2.69 0.78 -0.93
N 3.89 1.96 0.43
C 4.43 2.77 -0.73
C 4.41 2.28 1.80
H -4.32 -1.18 0.11
H -3.64 0.40 -0.45
H -4.45 0.20 1.20
H -2.09 -2.10 2.67
H -1.62 -2.62 1.02
H -3.34 -2.64 1.47
H -0.05 -1.25 0.68
H -0.12 -0.54 2.50
H 2.42 -0.79 1.25
H 2.20 0.61 2.39
H 5.15 2.16 -1.34
H 5.09 3.56 -0.36
H 3.67 3.16 -1.39
H 3.73 2.98 2.26
H 5.33 2.70 1.66
H 4.46 1.38 2.41
N -1.92 3.89 -1.81
C -0.86 3.79 -0.93
O 0.12 3.03 -1.12
C -1.04 4.20 0.47
C -2.24 4.51 1.10
N -3.22 4.85 1.62
C -0.07 3.76 1.34
N 0.81 3.53 2.03
H -1.77 3.56 -2.74
H -2.78 4.39 -1.63
C 1.07 -5.11 -1.50
C -0.19 -4.35 -1.77
C -1.48 -4.92 -1.77
C -2.62 -4.07 -1.77
N -2.46 -2.78 -1.77
C -1.23 -2.33 -1.88
S -1.22 -0.59 -2.15
N -0.10 -3.06 -1.90
H 1.41 -4.90 -0.50
H 1.89 -4.66 -2.15
H 0.99 -6.15 -1.75
H -1.59 -6.07 -1.68
H -3.68 -4.45 -1.72
*
```

* E: -51140.526 eV
* M: 618.45 g/mol
* expectation value of S²: 2.042
* LUMO level (spin up / spin down): -2.44 / -6.02 eV
* strongest force on any atom: 3.5 eV Å⁻¹
* Kohn-Sham gap (spin up / spin down): 9.4713 / 5.8854 eV
* ΔE to the lowest compared entry with this formula, charge and spin: 23.04 kcal per mole
* HOMO energy (spin up / spin down): -11.912 / -11.904 eV

(3)
The following is a DFT calculation (wB97M-V/def2-TZVPD) of one molecule with the formula C2H7NSi.

```
! wB97M-V def2-TZVPD RIJCOSX def2/J DEFGRID3
* xyz 0 1
C -1.50 -0.07 -0.43
C -0.65 1.08 0.17
N 0.60 1.17 0.24
Si 1.84 -0.08 0.02
H -1.13 -0.36 -1.54
H -2.55 0.28 -0.72
H -1.29 -0.96 0.20
H -1.13 1.99 0.64
H 3.04 0.47 -0.70
H 1.23 -1.20 -0.57
H 2.19 -0.17 1.45
*
```

* E: -11553.769 eV
* M: 73.17 g/mol
* LUMO level: 0.93 eV
* strongest force on any atom: 2.8 eV Å⁻¹
* Kohn-Sham gap: 9.8074 eV
* SMILES: C/C=N\[SiH3]
* ΔE to the lowest compared entry with this formula, charge and spin: 16.84 kcal per mole
* HOMO energy: -8.879 eV

(4)
The following is a DFT calculation (wB97M-V/def2-TZVPD) of CH4N4O as an isolated structure.

```
! wB97M-V def2-TZVPD RIJCOSX def2/J DEFGRID3
* xyz 0 1
C 0.71 -0.89 -0.33
N -0.94 1.41 1.58
N -0.39 0.29 1.58
N -0.09 1.69 0.02
N 0.19 0.34 0.42
O -0.21 -1.11 -1.38
H 1.74 -0.70 -0.67
H 0.72 -1.54 0.58
H -0.65 1.81 -0.76
H -1.07 -1.31 -1.03
*
```

* E: -9104.151 eV
* M: 88.07 g/mol
* LUMO level: 0.55 eV
* strongest force on any atom: 5.8 eV Å⁻¹
* Kohn-Sham gap: 9.8412 eV
* ΔE to the lowest compared entry with this formula, charge and spin: 93.16 kcal per mole
* HOMO energy: -9.287 eV